[1]
Density functional theory data (ωB97M-V/def2-TZVPD) for a structure of composition C2H3N2O in a non-equilibrium geometry.

Summary:
**Total energy**: -262.3216 a.u.
**Net charge**: +1
**LUMO**: -7.014 eV
**Kohn-Sham gap**: 9.83 eV

```
8
C2H3N2O, DFT ωB97M-V/def2-TZVPD
C -1.144 -0.615 -0.190
C 0.101 0.080 0.018
N -0.874 -1.883 -0.297
N 1.141 -0.647 0.061
O 0.267 -2.241 -0.167
H -2.210 -0.370 -0.350
H 0.048 1.226 0.045
H 2.033 -0.863 0.496
```



[2]
Density functional theory data (ωB97M-V/def2-TZVPD) for a structure of composition C33H31AsClIMgN5O6.

Summary:
**Total energy**: -5195.3783 a.u.
**Net charge**: -1
**LUMO**: 2.049 eV
**Kohn-Sham gap**: 6.16 eV

```
79
C33H31AsClIMgN5O6, DFT ωB97M-V/def2-TZVPD
Mg -0.118 0.016 -0.117
O -1.883 -0.879 -0.607
C -2.118 -2.138 -0.494
C -3.402 -2.617 -0.109
C -3.687 -3.962 -0.017
C -2.718 -4.931 -0.316
C -1.463 -4.499 -0.698
C -1.130 -3.143 -0.780
C 0.218 -2.790 -1.209
N 0.689 -1.606 -1.141
N 1.979 -1.415 -1.650
C 2.243 -0.125 -1.638
O 1.458 0.808 -1.251
C 3.606 0.264 -2.128
C 4.618 -0.677 -2.293
C 5.877 -0.283 -2.722
C 6.138 1.054 -2.995
C 5.132 1.998 -2.827
C 3.874 1.604 -2.390
H -4.156 -1.868 0.111
H -4.680 -4.278 0.286
H -2.948 -5.987 -0.254
H -0.695 -5.229 -0.944
H 0.854 -3.577 -1.621
H 4.398 -1.714 -2.075
H 6.662 -1.021 -2.839
H 7.121 1.359 -3.335
H 5.331 3.043 -3.032
H 3.078 2.323 -2.235
Cl -2.662 6.479 -1.763
C -1.896 5.130 -0.952
C -1.337 5.317 0.275
C -0.726 4.246 0.954
I 0.142 4.608 2.821
C -0.660 2.950 0.446
O -0.143 1.937 1.047
C -1.238 2.795 -0.881
N -1.133 1.550 -1.402
C -1.623 1.304 -2.591
C -2.257 2.298 -3.359
C -2.373 3.562 -2.854
C -1.854 3.856 -1.576
H -1.364 6.299 0.729
H -1.521 0.286 -2.950
H -2.649 2.051 -4.336
H -2.856 4.346 -3.423
C -2.141 -0.833 4.331
As -1.276 0.227 2.954
C -2.744 1.371 2.477
C 0.146 1.012 3.971
O -0.749 -0.825 1.785
H -2.473 -0.199 5.155
H -1.440 -1.580 4.700
H -2.996 -1.342 3.889
H -2.950 2.064 3.291
H -3.582 0.692 2.334
H -2.553 1.911 1.554
H -0.261 1.605 4.790
H 0.772 1.625 3.333
H 0.703 0.161 4.361
O 4.155 5.406 1.810
C 5.006 4.344 2.199
N 4.173 3.169 2.145
C 4.705 1.956 2.414
O 5.862 1.844 2.801
C 3.805 0.772 2.249
C 4.098 -0.400 2.928
C 3.263 -1.492 2.771
C 2.157 -1.371 1.941
N 1.881 -0.254 1.270
C 2.698 0.788 1.414
H 4.642 6.232 1.880
H 5.395 4.481 3.210
H 5.854 4.228 1.521
H 3.216 3.293 1.852
H 4.979 -0.437 3.557
H 3.459 -2.425 3.284
H 1.453 -2.184 1.805
H 2.439 1.650 0.807
```



[3]
Density functional theory data (ωB97M-V/def2-TZVPD) for a structure of composition C13H12CaN2O2S3 in a non-equilibrium geometry.

Summary:
**Total energy**: -2634.9083 a.u.
**Net charge**: -2
**LUMO**: 4.713 eV
**Kohn-Sham gap**: 4.96 eV

```
33
C13H12CaN2O2S3, DFT ωB97M-V/def2-TZVPD
Ca -1.430 -1.264 0.659
C -2.224 0.264 4.708
C -1.490 0.280 3.369
O -1.563 -0.777 2.671
C -0.772 1.416 3.030
C -0.064 1.544 1.791
C 1.112 2.493 1.710
N -0.402 0.839 0.761
N 0.362 0.966 -0.395
C 0.648 -0.191 -0.937
O 0.421 -1.353 -0.455
C 1.327 -0.093 -2.271
C 2.237 0.925 -2.545
C 2.873 0.989 -3.776
C 2.597 0.040 -4.752
C 1.686 -0.973 -4.486
C 1.062 -1.047 -3.249
H -2.954 -0.545 4.688
H -2.732 1.213 4.887
H -1.523 0.083 5.526
H -0.641 2.195 3.772
H 1.194 3.088 2.620
H 1.020 3.147 0.842
H 2.027 1.911 1.583
H 2.424 1.665 -1.777
H 3.591 1.777 -3.976
H 3.097 0.089 -5.714
H 1.467 -1.712 -5.249
H 0.362 -1.843 -3.022
S -4.196 -5.286 -0.276
C -3.479 -3.782 -0.015
S -2.522 -3.037 -1.249
S -3.514 -3.022 1.528
```



[4]
Density functional theory data (ωB97M-V/def2-TZVPD) for the molecule C3H3F3O2 in a non-equilibrium geometry.

Summary:
**Total energy**: -565.9463 a.u.
**Net charge**: 0
**LUMO**: 0.673 eV
**SMILES**: FCO/C=C(\F)OF
**Kohn-Sham gap**: 10.42 eV

```
11
C3H3F3O2, DFT ωB97M-V/def2-TZVPD
F 1.884 0.266 1.627
C 1.916 0.009 0.309
O 0.860 -0.652 -0.191
C -0.371 -0.091 -0.185
C -1.469 -0.643 -0.691
F -1.757 -1.685 -1.385
O -2.855 0.238 -0.104
F -2.422 1.494 0.252
H 2.065 0.946 -0.118
H 2.781 -0.651 0.016
H -0.633 0.768 0.471
```



[5]
Density functional theory data (ωB97M-V/def2-TZVPD) for a structure of composition C25H34N4O3PS2TeV.

Summary:
**Total energy**: -3766.6089 a.u.
**Net charge**: +3
**LUMO (alpha / beta)**: -9.652 / -9.117 eV
**Kohn-Sham gap (alpha / beta)**: 6.49 / 7.02 eV
**Multiplicity**: 2
**Expectation value of S²**: 0.842

```
71
C25H34N4O3PS2TeV, DFT ωB97M-V/def2-TZVPD
V -0.383 0.756 -0.744
O -1.464 1.754 4.160
S -0.420 2.028 3.224
O 0.943 2.057 3.624
N -0.584 0.796 1.939
C -1.397 1.372 0.876
S -2.504 0.352 0.021
C -1.476 2.839 1.002
C -2.001 3.726 0.073
C -1.917 5.088 0.344
C -1.315 5.554 1.511
C -0.787 4.671 2.449
C -0.885 3.324 2.161
H -2.494 3.370 -0.824
H -2.338 5.797 -0.356
H -1.268 6.617 1.700
H -0.339 5.027 3.367
C -3.205 -0.668 3.512
Te -1.317 -1.033 2.632
C -0.515 -1.119 4.593
C -1.743 -1.470 5.404
C -1.588 -1.983 6.690
C -2.705 -2.275 7.452
C -3.980 -2.071 6.934
C -4.139 -1.572 5.654
C -3.017 -1.263 4.888
H -3.929 -1.193 2.891
H -3.403 0.402 3.503
H -0.057 -0.170 4.865
H 0.242 -1.901 4.586
H -0.598 -2.148 7.095
H -2.583 -2.671 8.451
H -4.851 -2.309 7.529
H -5.133 -1.418 5.252
C -2.038 -2.818 -1.991
C -0.908 -2.924 -0.964
P 0.282 -1.563 -1.066
C 1.642 -1.938 0.108
C 2.760 -2.846 -0.411
C 0.902 -1.623 -2.800
C 1.267 -2.990 -3.397
H -2.807 -3.556 -1.773
H -1.683 -3.010 -3.003
H -2.515 -1.836 -1.981
H -0.324 -3.836 -1.114
H -1.296 -2.970 0.055
H 1.161 -2.403 0.974
H 2.052 -0.986 0.453
H 2.383 -3.820 -0.721
H 3.489 -3.014 0.381
H 3.283 -2.398 -1.255
H 1.756 -0.943 -2.860
H 0.098 -1.170 -3.387
H 2.269 -3.303 -3.118
H 1.231 -2.921 -4.483
H 0.575 -3.779 -3.108
C 4.219 2.969 -3.613
N 3.003 2.440 -2.981
C 1.699 2.384 -3.638
C 0.907 1.762 -2.543
O -0.340 1.482 -2.510
N 1.631 1.486 -1.471
C 2.915 1.924 -1.768
N 3.906 1.808 -0.911
H 3.926 3.590 -4.455
H 4.854 2.158 -3.966
H 4.760 3.600 -2.907
H 1.700 1.764 -4.538
H 1.320 3.375 -3.900
H 3.732 1.465 0.021
H 4.832 2.150 -1.119
```



[6]
Density functional theory data (ωB97M-V/def2-TZVPD) for the molecule CH4N2 in a non-equilibrium geometry.

Summary:
**Total energy**: -149.9460 a.u.
**Net charge**: 0
**LUMO**: 1.162 eV
**SMILES**: C=NN
**Kohn-Sham gap**: 10.80 eV

```
7
CH4N2, DFT ωB97M-V/def2-TZVPD
C -0.043 -0.405 1.057
N -0.387 0.382 0.132
N 0.167 0.068 -1.133
H -0.519 -0.226 2.027
H 0.797 -1.084 1.063
H 0.493 1.071 -1.494
H 1.026 -0.481 -0.932
```



> Look up the net charge of the first one.

+1